Entry i
C3H2N2OS2 | wB97M-V/def2-TZVPD

Each line ends with the natural charge from an NBO analysis.
Cartesian coordinates (Å):
O  -0.95  -0.39  2.32  -0.498
C  -0.79  0.29  1.31  0.598
N  -1.38  1.61  1.04  -0.210
N  -1.37  2.06  -0.16  -0.193
S  -0.48  1.06  -1.26  0.468
C  -0.02  -0.07  0.06  -0.383
C  0.84  -1.09  0.30  -0.195
S  1.94  -1.99  -0.86  -0.003
H  0.66  -1.74  1.08  0.238
H  2.51  -0.87  -1.85  0.177

HOMO-LUMO gap (eV): 7.6
Lowest unoccupied orbital energy (eV): -1.7


Entry ii
C3H2N2OS2 | wB97M-V/def2-TZVPD

Each line ends with the natural charge from an NBO analysis.
Cartesian coordinates (Å):
S  0.72  0.40  -2.04  0.068
C  -0.17  -0.12  -0.78  -0.043
N  -1.34  -0.84  -0.95  -0.490
C  -1.96  -1.20  0.10  0.435
O  -1.61  -0.98  1.37  -0.301
N  -0.46  -0.25  1.65  -0.114
C  0.21  0.14  0.62  -0.001
S  1.68  1.05  0.93  0.116
H  -2.88  -1.80  0.06  0.196
H  1.55  0.99  2.25  0.135

HOMO-LUMO gap (eV): 8.1
Lowest unoccupied orbital energy (eV): -1.1


Which of them is most stable? Easy: entry ii.


Entry i
C5H32N2O9 | wB97M-V/def2-TZVPD

Each line ends with the natural charge from an NBO analysis.
Cartesian coordinates (Å):
C  -1.29  0.64  0.62  -0.421
N  -0.14  -0.18  0.34  -0.676
C  0.26  -0.35  -1.05  -0.233
C  1.45  -1.34  -1.25  -0.410
C  1.33  -2.62  -0.42  -0.438
C  0.06  -3.44  -0.65  -0.256
N  -0.66  -3.44  -1.94  -0.843
H  -1.40  0.73  1.71  0.196
H  -1.35  1.64  0.17  0.199
H  -2.29  0.20  0.39  0.175
H  -0.35  -1.04  0.83  0.389
H  0.54  0.61  -1.51  0.214
H  -0.60  -0.65  -1.68  0.175
H  2.35  -0.79  -0.99  0.207
H  1.50  -1.51  -2.32  0.216
H  1.27  -2.38  0.65  0.213
H  2.13  -3.24  -0.86  0.217
H  0.24  -4.46  -0.27  0.199
H  -0.76  -3.23  0.06  0.203
H  -0.47  -2.55  -2.40  0.358
H  -0.20  -4.07  -2.60  0.360
O  2.17  2.45  -4.29  -0.971
H  1.33  2.89  -4.02  0.496
H  2.76  2.91  -3.67  0.453
O  0.25  4.43  -0.39  -0.989
H  -0.44  4.05  0.15  0.469
H  1.11  4.24  0.07  0.516
O  2.28  0.73  1.50  -1.016
H  2.81  -0.08  1.46  0.482
H  1.51  0.52  0.91  0.501
O  -2.87  -2.60  -0.48  -1.009
H  -2.63  -2.66  0.47  0.488
H  -2.27  -3.11  -1.03  0.488
O  -0.05  1.27  4.01  -0.973
H  0.58  0.70  3.59  0.492
H  0.13  2.22  3.86  0.483
O  -1.91  -2.58  2.12  -1.002
H  -2.28  -1.75  2.50  0.508
H  -1.80  -3.24  2.81  0.489
O  2.28  3.50  1.09  -0.972
H  3.23  3.34  1.01  0.489
H  1.95  2.62  1.36  0.505
O  0.07  3.70  -3.07  -0.995
H  0.07  4.04  -2.15  0.516
H  -0.77  3.92  -3.46  0.475
O  -3.21  -0.31  2.99  -0.955
H  -3.03  0.08  2.14  0.487
H  -2.88  0.23  3.71  0.498

HOMO-LUMO gap (eV): 9.7
Lowest unoccupied orbital energy (eV): 0.1


Entry ii
C5H32N2O9 | wB97M-V/def2-TZVPD

Each line ends with the natural charge from an NBO analysis.
Cartesian coordinates (Å):
C  3.07  0.80  -2.53  -0.412
N  2.11  0.18  -1.63  -0.650
C  1.99  -1.26  -1.88  -0.219
C  0.93  -1.88  -1.01  -0.236
N  -0.42  -1.50  -1.46  -0.461
C  -1.00  -2.55  -2.26  -0.409
C  -1.28  -1.20  -0.32  -0.424
H  4.07  0.46  -2.28  0.190
H  2.87  0.60  -3.59  0.180
H  3.06  1.88  -2.37  0.217
H  1.20  0.61  -1.73  0.361
H  1.75  -1.44  -2.92  0.176
H  2.96  -1.71  -1.63  0.191
H  1.05  -1.58  0.03  0.205
H  1.05  -2.95  -1.02  0.187
H  -0.35  -2.82  -3.08  0.196
H  -1.94  -2.22  -2.67  0.203
H  -1.18  -3.46  -1.69  0.165
H  -1.25  -2.00  0.44  0.183
H  -0.94  -0.27  0.16  0.202
H  -2.29  -1.06  -0.65  0.204
O  -1.67  1.01  3.09  -1.017
H  -0.76  0.59  3.05  0.509
H  -1.75  1.45  3.93  0.478
O  -0.38  -2.65  2.60  -0.987
H  -1.31  -2.44  2.83  0.508
H  -0.08  -3.27  3.27  0.479
O  -1.33  3.20  1.25  -1.022
H  -1.45  2.46  1.91  0.504
H  -1.97  3.09  0.52  0.506
O  0.96  2.88  -0.12  -1.010
H  0.17  3.11  0.42  0.510
H  1.47  2.30  0.45  0.489
O  2.10  0.93  1.01  -0.991
H  2.94  1.31  1.32  0.488
H  2.30  0.55  0.12  0.515
O  -0.32  2.18  -2.08  -0.979
H  0.22  2.55  -1.36  0.496
H  -0.16  1.21  -2.04  0.453
O  -2.81  -1.76  3.42  -0.972
H  -2.58  -0.81  3.41  0.511
H  -3.58  -1.85  2.86  0.483
O  0.69  -0.15  3.03  -0.998
H  0.42  -1.07  2.85  0.504
H  1.14  0.19  2.26  0.503
O  -2.73  2.62  -0.99  -0.991
H  -3.13  3.33  -1.51  0.475
H  -1.89  2.39  -1.44  0.506

HOMO-LUMO gap (eV): 9.4
Lowest unoccupied orbital energy (eV): 0.5


Entry iii
C5H32N2O9 | wB97M-V/def2-TZVPD

Each line ends with the natural charge from an NBO analysis.
Cartesian coordinates (Å):
C  1.55  2.33  1.59  -0.615
C  0.45  1.60  2.37  -0.393
C  -0.87  1.52  1.56  -0.444
C  -1.05  0.20  0.85  -0.264
N  -0.31  0.02  -0.45  -0.715
C  -0.93  -1.04  -1.28  -0.057
N  -2.31  -0.86  -1.63  -0.848
H  2.45  1.97  2.10  0.201
H  1.49  3.42  1.56  0.212
H  1.53  2.08  0.53  0.204
H  0.39  2.01  3.39  0.210
H  0.66  0.53  2.47  0.180
H  -1.80  1.65  2.14  0.230
H  -1.05  2.46  1.04  0.213
H  -2.11  -0.04  0.67  0.233
H  -0.86  -0.72  1.41  0.180
H  -0.25  0.93  -0.87  0.374
H  -0.28  -1.13  -2.17  0.191
H  -0.77  -1.97  -0.72  0.169
H  -2.87  -0.67  -0.83  0.368
H  -2.36  -0.14  -2.33  0.382
O  2.27  -0.97  0.38  -1.023
H  1.37  -0.60  0.38  0.512
H  2.74  -0.61  1.15  0.480
O  3.11  0.45  -1.85  -0.977
H  2.26  0.74  -1.50  0.486
H  3.45  -0.23  -1.26  0.498
O  1.32  1.11  -3.63  -0.959
H  1.79  0.35  -3.23  0.505
H  2.05  1.74  -3.55  0.471
O  0.91  -3.60  2.00  -0.951
H  1.13  -2.98  1.30  0.482
H  1.67  -3.66  2.58  0.472
O  0.11  2.98  -2.18  -0.985
H  0.74  3.71  -2.26  0.465
H  0.41  2.40  -2.92  0.497
O  -1.41  -2.31  2.70  -0.957
H  -0.52  -1.99  2.52  0.480
H  -1.28  -2.93  3.42  0.477
O  2.16  -3.39  -1.69  -0.925
H  2.99  -2.93  -1.90  0.456
H  1.94  -2.74  -1.00  0.468
O  -3.62  -1.30  1.24  -0.965
H  -3.36  -1.84  1.99  0.501
H  -4.09  -1.86  0.62  0.476
O  -2.90  1.79  -1.71  -0.973
H  -2.18  2.35  -1.40  0.496
H  -3.78  2.17  -1.61  0.482

HOMO-LUMO gap (eV): 8.6
Lowest unoccupied orbital energy (eV): 0.1


Entry iv
C5H32N2O9 | wB97M-V/def2-TZVPD

Each line ends with the natural charge from an NBO analysis.
Cartesian coordinates (Å):
C  -0.06  -2.95  1.26  -0.645
C  0.96  -1.91  0.88  -0.414
C  1.18  -1.76  -0.75  -0.040
C  1.68  -3.10  -1.34  -0.650
N  2.00  -0.55  -0.98  -0.681
C  1.71  0.40  -2.06  -0.063
N  2.51  1.56  -1.72  -0.851
H  -0.45  -3.49  0.49  0.210
H  0.33  -3.77  1.80  0.218
H  -0.95  -2.57  1.77  0.226
H  0.60  -0.92  1.35  0.218
H  2.03  -1.97  1.20  0.200
H  0.20  -1.62  -1.16  0.180
H  1.03  -3.93  -1.22  0.221
H  2.10  -3.17  -2.32  0.218
H  2.46  -3.21  -0.56  0.204
H  3.04  -0.92  -1.09  0.359
H  1.92  0.11  -3.16  0.174
H  0.59  0.48  -1.90  0.208
H  3.43  1.38  -1.67  0.350
H  2.34  2.12  -0.87  0.374
O  1.42  1.31  1.18  -1.040
H  1.85  0.63  0.56  0.516
H  0.55  1.19  0.77  0.494
O  1.22  1.07  3.81  -1.024
H  1.28  0.23  4.37  0.480
H  1.60  0.90  2.86  0.518
O  -3.39  0.88  1.00  -0.960
H  -2.51  1.33  0.79  0.511
H  -3.91  1.53  1.45  0.488
O  -1.99  2.94  -1.38  -0.990
H  -1.43  3.46  -0.80  0.512
H  -2.52  3.35  -1.92  0.475
O  -1.57  -2.07  -3.04  -0.928
H  -0.64  -1.89  -3.34  0.462
H  -1.55  -3.03  -3.25  0.470
O  -0.71  0.90  -0.34  -0.982
H  -1.02  1.54  -0.97  0.520
H  -1.06  0.10  -0.52  0.484
O  -0.12  3.68  0.26  -0.969
H  0.54  3.04  0.15  0.478
H  -0.20  3.68  1.28  0.510
O  -0.90  2.78  3.18  -0.956
H  -0.10  2.57  3.72  0.504
H  -0.69  2.13  2.51  0.456
O  -4.65  -1.02  -0.07  -0.974
H  -3.87  -1.17  -0.63  0.446
H  -4.28  -0.23  0.41  0.482

HOMO-LUMO gap (eV): 9.8
Lowest unoccupied orbital energy (eV): 0.2


Which of them is most stable? Easy: entry ii.


Entry i
C7H10O3 | wB97M-V/def2-TZVPD

Each line ends with the natural charge from an NBO analysis.
Cartesian coordinates (Å):
C  0.58  -1.72  -1.33  -0.195
C  -0.77  -1.39  -1.70  0.681
C  1.66  -1.84  -2.09  -0.434
C  0.28  -0.86  1.11  0.267
C  -0.66  0.05  0.25  0.186
C  -1.67  0.65  1.19  -0.610
C  0.14  1.12  -0.49  -0.644
O  -1.40  -1.84  -2.62  -0.544
O  -1.39  -0.69  -0.67  -0.551
O  -0.19  -1.91  1.72  -0.617
H  2.63  -2.40  -1.73  0.210
H  1.59  -1.84  -3.21  0.202
H  1.27  -0.31  1.22  0.221
H  -2.35  -0.17  1.50  0.212
H  -2.18  1.41  0.69  0.229
H  -1.10  0.94  2.04  0.209
H  0.80  0.59  -1.26  0.247
H  0.59  1.61  0.25  0.203
H  -0.47  1.73  -1.13  0.231
H  -1.06  -2.06  1.37  0.498

HOMO-LUMO gap (spin up / spin down) (eV): 8.3 / 7.0
Lowest unoccupied orbital energy (spin up / spin down) (eV): 0.0 / -0.7


Entry ii
C7H10O3 | wB97M-V/def2-TZVPD

Each line ends with the natural charge from an NBO analysis.
Cartesian coordinates (Å):
O  0.61  3.11  -0.07  -0.778
C  1.17  4.00  0.65  0.803
O  0.57  4.92  1.20  -0.642
C  3.59  1.63  0.52  -0.372
C  3.44  1.75  -0.90  0.216
C  3.51  3.12  -1.51  -0.491
C  3.46  4.29  -0.52  -0.387
C  2.74  3.96  0.80  -0.411
C  3.16  2.65  1.33  0.060
H  3.87  0.67  0.95  0.232
H  3.93  0.97  -1.49  0.217
H  4.41  3.18  -2.14  0.241
H  2.66  3.17  -2.22  0.249
H  4.49  4.57  -0.26  0.210
H  3.00  5.17  -0.99  0.237
H  2.96  4.74  1.54  0.254
H  3.07  2.48  2.40  0.223
O  1.54  1.08  -1.23  -0.867
H  1.00  1.99  -0.71  0.531
H  1.37  1.11  -2.17  0.477

HOMO-LUMO gap (eV): 7.7
Lowest unoccupied orbital energy (eV): -1.2


Which of them is most stable? Easy: entry ii.


Entry i
C6H10Cl2 | wB97M-V/def2-TZVPD

Each line ends with the natural charge from an NBO analysis.
Cartesian coordinates (Å):
C  2.77  0.30  0.95  -0.616
C  1.43  0.84  0.53  -0.209
C  0.34  -0.20  0.45  -0.214
C  -1.15  0.10  0.09  -0.411
C  -1.13  -1.23  -0.54  -0.180
C  0.35  -1.35  -0.61  -0.426
H  3.13  -0.57  0.34  0.223
H  3.59  0.97  0.99  0.227
H  2.62  -0.11  1.98  0.208
H  1.60  1.33  -0.46  0.207
H  0.30  -0.63  1.46  0.209
H  -1.93  0.30  0.87  0.227
H  -1.20  0.90  -0.64  0.218
H  -1.49  -1.97  0.08  0.207
H  0.74  -1.08  -1.61  0.220
H  0.77  -2.39  -0.46  0.222
Cl  0.79  2.12  1.51  -0.034
Cl  -2.19  -1.39  -1.97  -0.078

HOMO-LUMO gap (eV): 11.4
Lowest unoccupied orbital energy (eV): 0.9


Entry ii
C6H10Cl2 | wB97M-V/def2-TZVPD

Each line ends with the natural charge from an NBO analysis.
Cartesian coordinates (Å):
C  0.87  1.41  1.01  -0.641
C  0.36  0.09  0.54  -0.002
C  0.78  -1.04  1.46  -0.364
Cl  -0.36  -1.09  2.87  -0.097
C  -0.34  -0.07  -0.58  0.007
C  -0.78  -1.42  -1.04  -0.641
C  -0.84  1.05  -1.47  -0.384
Cl  0.28  1.27  -2.85  -0.077
H  1.94  1.41  1.19  0.219
H  0.64  2.21  0.38  0.214
H  0.37  1.59  1.97  0.225
H  1.73  -0.88  1.98  0.224
H  0.77  -2.01  1.02  0.219
H  -0.30  -1.64  -1.98  0.225
H  -1.85  -1.44  -1.23  0.215
H  -0.54  -2.22  -0.36  0.214
H  -1.79  0.77  -1.93  0.221
H  -0.95  2.02  -0.99  0.224

HOMO-LUMO gap (eV): 10.2
Lowest unoccupied orbital energy (eV): 0.8


Which of them is most stable? Easy: entry ii.